# C5H7N3O2

A single C5H7N3O2 molecule at a distorted geometry (the ωB97M-V functional and the def2-TZVPD basis, the OMol25 dataset).

**Electronic energy**: -13855.5802 eV
**E_HOMO (alpha / beta)**: -8.5 / -8.5 eV
**LUMO level (alpha / beta)**: -1.291 / -1.288 eV
**Frontier orbital gap (alpha / beta)**: 0.26555 / 0.26563 Eh
**Charge**: 0

Structure (XYZ):
```
17
C5H7N3O2 (the ωB97M-V functional and the def2-TZVPD basis)
C 0.645 -0.551 0.601
C 1.258 1.752 0.047
C 1.372 0.632 0.817
C -0.460 -0.537 -0.191
C -1.331 -1.772 -0.450
N -0.757 0.618 -0.768
N 2.416 0.563 1.651
N -1.865 0.906 -1.489
O -2.047 2.103 -1.589
O -2.617 0.059 -1.942
H 1.067 -1.430 1.243
H 0.880 2.736 -0.029
H -0.896 -2.407 0.245
H -2.381 -1.717 -0.437
H -1.071 -2.129 -1.437
H 2.817 -0.320 2.003
H 2.969 1.494 1.725
```